A molecular structure, C19H36N3OSi4Te2V, computed with ωB97M-V/def2-TZVPD.

## Properties
HOMO-LUMO gap (spin up / spin down) ... 4.7 / 4.8 eV
2S+1 ... 2
Expectation value of S² ... 1.19
M ... 741.00 g/mol
Relative energy (zero: lowest compared OMol25 entry of this formula, charge and spin) ... 65.1 kcal per mole
LUMO (spin up / spin down) ... 2.17 / 2.16 eV
Net charge ... -1

Last column: natural (NBO) charge in e.
Atoms and positions in Å:
V: -2.244 1.955 1.095  0.840
N: -5.474 1.272 1.470  -0.585
C: -5.085 2.568 1.858  0.409
C: -6.091 3.371 2.396  -0.279
C: -5.797 4.650 2.828  -0.142
C: -4.494 5.110 2.727  -0.282
C: -3.548 4.257 2.202  0.107
N: -3.823 3.007 1.777  -0.487
C: -4.707 0.223 0.928  0.412
C: -5.389 -0.965 0.677  -0.290
C: -4.711 -2.057 0.168  -0.134
C: -3.350 -1.951 -0.073  -0.296
C: -2.735 -0.749 0.216  0.140
N: -3.389 0.322 0.711  -0.584
H: -6.333 1.342 0.943  0.394
H: -7.101 2.992 2.489  0.213
H: -6.575 5.277 3.246  0.212
H: -4.218 6.102 3.055  0.223
H: -2.514 4.551 2.104  0.266
H: -6.448 -1.042 0.890  0.211
H: -5.238 -2.983 -0.030  0.210
H: -2.782 -2.780 -0.467  0.223
H: -1.648 -0.589 0.057  0.224
C: 0.309 -3.557 -0.827  -1.104
Si: 1.281 -2.358 -1.888  1.269
C: 0.114 -1.786 -3.240  -1.108
C: 2.705 -3.292 -2.679  -1.109
Si: 2.006 -0.580 -0.645  -0.128
Te: -0.011 0.603 0.173  -0.567
Si: 3.159 -1.246 1.214  1.276
C: 2.060 -2.261 2.342  -1.110
C: 4.673 -2.265 0.769  -1.106
C: 3.714 0.234 2.218  -1.108
Si: 3.179 0.928 -1.903  1.274
C: 4.813 0.221 -2.504  -1.109
C: 2.184 1.468 -3.396  -1.108
C: 3.524 2.481 -0.915  -1.108
H: -0.092 -4.360 -1.460  0.220
H: -0.517 -3.035 -0.339  0.240
H: 0.958 -4.010 -0.073  0.231
H: -0.264 -2.662 -3.785  0.218
H: 0.630 -1.136 -3.951  0.230
H: -0.728 -1.246 -2.797  0.251
H: 2.312 -4.138 -3.257  0.224
H: 3.382 -3.673 -1.908  0.231
H: 3.257 -2.630 -3.353  0.229
H: 1.750 -3.190 1.854  0.220
H: 1.174 -1.678 2.617  0.275
H: 2.618 -2.520 3.251  0.223
H: 4.372 -3.170 0.232  0.225
H: 5.198 -2.555 1.688  0.227
H: 5.354 -1.679 0.143  0.227
H: 2.848 0.853 2.476  0.268
H: 4.442 0.825 1.655  0.220
H: 4.196 -0.116 3.139  0.224
H: 4.638 -0.667 -3.120  0.227
H: 5.441 -0.047 -1.648  0.229
H: 5.337 0.974 -3.106  0.224
H: 2.030 0.624 -4.076  0.221
H: 2.738 2.245 -3.938  0.221
H: 1.219 1.870 -3.073  0.256
H: 4.167 2.265 -0.058  0.229
H: 2.581 2.911 -0.563  0.264
H: 4.037 3.210 -1.556  0.219
O: -1.310 3.239 1.380  -0.675
Te: -1.785 1.024 3.639  -0.756

---

2 unconnected molecules or ions with the total composition C4H7NOS, computed with ωB97M-V/def2-TZVPD.

## Properties
HOMO-LUMO gap ... 8.9 eV
M ... 117.17 g/mol
Relative energy (zero: lowest compared OMol25 entry of this formula, charge and spin) ... 149.6 kcal per mole
LUMO ... 0.60 eV

Last column: natural (NBO) charge in e.
Atoms and positions in Å:
C: 1.938 0.532 0.070  -0.737
C: 1.158 -0.749 0.042  0.685
C: -0.999 0.512 -0.341  -0.097
C: -2.336 0.795 0.032  -0.449
H: 1.617 1.293 0.737  0.258
H: 1.456 1.104 -0.856  0.251
H: 3.221 0.717 0.043  0.272
H: 0.133 -2.808 0.546  0.243
H: -0.338 1.376 -0.940  0.212
H: -2.602 1.878 -0.371  0.220
H: -3.118 0.089 1.038  0.257
N: -0.344 -0.613 0.310  -0.599
O: 1.401 -1.937 -0.187  -0.581
S: -1.187 -2.189 -0.124  0.063

---

2 unconnected molecules or ions with the total composition C5H16N, computed with ωB97M-V/def2-TZVPD.

## Properties
HOMO-LUMO gap ... 11.5 eV
M ... 90.19 g/mol
Relative energy (zero: lowest compared OMol25 entry of this formula, charge and spin) ... 0.0 kcal per mole
LUMO ... -3.56 eV
Net charge ... +1

Last column: natural (NBO) charge in e.
Atoms and positions in Å:
C: -0.446 1.160 -0.463  -0.607
C: -1.663 0.324 -0.031  -0.228
C: -1.347 -1.167 0.032  -0.604
C: -2.146 0.811 1.335  -0.605
H: -0.700 2.219 -0.493  0.249
H: 0.355 1.069 0.277  0.170
H: -0.068 0.890 -1.462  0.177
H: -2.454 0.480 -0.769  0.218
H: -2.223 -1.760 0.283  0.248
H: -0.612 -1.367 0.820  0.167
H: -0.954 -1.548 -0.918  0.187
H: -2.430 1.865 1.299  0.225
H: -3.011 0.232 1.669  0.226
H: -1.357 0.673 2.080  0.198
C: 2.947 0.003 -0.304  -0.419
N: 1.854 -0.978 -0.616  -0.675
H: 3.537 -0.408 0.512  0.241
H: 3.536 0.172 -1.199  0.243
H: 2.490 0.925 0.035  0.243
H: 1.307 -1.204 0.216  0.451
H: 2.218 -1.825 -1.051  0.445
H: 1.168 -0.565 -1.253  0.453

---

A molecular structure, C42H29Cl3N11O2S2Zr, computed with ωB97M-V/def2-TZVPD.

## Properties
HOMO-LUMO gap (spin up / spin down) ... 3.3 / 3.3 eV
M ... 981.49 g/mol
Relative energy (zero: lowest compared OMol25 entry of this formula, charge and spin) ... 46.4 kcal per mole
LUMO (spin up / spin down) ... 0.77 / 0.77 eV
Net charge ... -1

Last column: Löwdin charge in e.
Atoms and positions in Å:
Zr: 0.050 -0.052 0.177  1.618
C: -4.632 -4.358 -1.837  -0.080
C: -4.194 -5.108 -0.738  -0.081
C: -3.323 -4.572 0.196  -0.003
C: -2.899 -3.268 -0.009  -0.096
C: -2.001 -2.404 0.753  -0.312
N: -1.531 -2.766 1.931  0.183
C: -0.744 -1.998 2.648  -0.329
C: -0.307 -2.363 3.988  -0.097
C: -0.507 -3.501 4.758  -0.005
C: 0.059 -3.525 6.019  -0.084
C: 0.795 -2.435 6.505  -0.084
C: 0.981 -1.298 5.739  -0.028
C: 0.423 -1.287 4.468  -0.106
C: 0.406 -0.280 3.412  -0.301
N: 0.920 0.911 3.578  0.200
C: 0.731 1.888 2.690  -0.302
N: 0.115 1.815 1.486  0.039
C: 0.014 3.100 0.990  -0.303
N: -0.597 3.500 -0.102  0.206
C: -1.300 2.706 -0.879  -0.289
N: -1.503 1.349 -0.724  0.038
C: -2.409 0.963 -1.652  -0.279
N: -2.952 -0.241 -1.811  0.216
C: -2.692 -1.218 -0.983  -0.286
N: -1.875 -1.201 0.115  0.008
C: -3.333 -2.526 -1.093  -0.096
C: -4.210 -3.052 -2.027  -0.003
C: -2.773 2.084 -2.491  -0.104
C: -3.626 2.196 -3.587  -0.014
C: -3.745 3.433 -4.184  -0.090
C: -3.038 4.546 -3.690  -0.091
C: -2.202 4.439 -2.599  -0.020
C: -2.067 3.183 -2.005  -0.105
C: 0.672 4.015 1.895  -0.112
C: 0.875 5.394 1.858  -0.019
C: 1.560 5.968 2.910  -0.093
C: 2.021 5.195 3.991  -0.093
C: 1.804 3.833 4.035  -0.038
C: 1.128 3.253 2.965  -0.117
N: -0.263 -0.767 2.323  0.013
H: -5.308 -4.813 -2.550  0.096
H: -4.541 -6.128 -0.624  0.096
H: -2.971 -5.139 1.046  0.113
H: -1.077 -4.335 4.370  0.113
H: -0.065 -4.399 6.646  0.096
H: 1.221 -2.488 7.499  0.096
H: 1.540 -0.447 6.103  0.108
H: -4.535 -2.461 -2.873  0.113
H: -4.165 1.331 -3.950  0.111
H: -4.391 3.558 -5.044  0.094
H: -3.159 5.504 -4.180  0.095
H: -1.663 5.292 -2.210  0.108
H: 0.507 5.983 1.028  0.107
H: 1.745 7.035 2.909  0.094
H: 2.551 5.683 4.799  0.094
H: 2.146 3.225 4.863  0.107
C: 1.799 2.467 -3.299  0.000
C: 1.204 1.438 -2.389  -0.373
N: 1.387 1.408 -1.106  -0.184
O: 2.244 2.335 -0.516  -0.059
C: 0.460 0.353 -2.956  -0.349
C: 0.226 0.117 -4.410  -0.022
N: 0.085 -0.576 -2.087  -0.235
O: -0.481 -1.617 -2.521  -0.113
H: 2.183 3.351 -2.793  0.068
H: 1.043 2.802 -4.008  0.085
H: 2.624 2.016 -3.856  0.099
H: 2.202 3.148 -1.037  0.077
H: 0.686 0.882 -5.032  0.063
H: -0.847 0.079 -4.623  0.078
H: 0.632 -0.858 -4.686  0.082
C: 3.279 -3.004 -3.253  -0.164
C: 2.696 -2.394 -1.990  -0.819
S: 3.135 -0.759 -1.644  0.613
C: 1.871 -3.150 -1.227  -0.790
C: 1.573 -4.595 -1.563  -0.162
S: 0.980 -2.630 0.180  0.639
H: 3.810 -2.236 -3.812  0.035
H: 2.496 -3.424 -3.894  0.068
H: 3.987 -3.807 -3.026  0.066
H: 2.264 -5.005 -2.300  0.049
H: 0.551 -4.695 -1.952  0.070
H: 1.630 -5.211 -0.662  0.051
Cl: 4.678 1.828 2.912  0.630
C: 4.446 0.125 2.465  -1.580
Cl: 5.783 -0.450 1.475  0.633
Cl: 4.274 -0.865 3.927  0.626
C: 3.204 0.027 1.711  -0.357
N: 2.229 -0.051 1.123  0.075

---

A molecular structure, C27H29AsBr2F6IrN7O3S2, computed with ωB97M-V/def2-TZVPD.

## Properties
HOMO-LUMO gap (spin up / spin down) ... 7.2 / 4.5 eV
2S+1 ... 2
Expectation value of S² ... 0.77
M ... 1104.64 g/mol
Relative energy (zero: lowest compared OMol25 entry of this formula, charge and spin) ... 29.1 kcal per mole
LUMO (spin up / spin down) ... -3.79 / -6.43 eV
Net charge ... +1

Last column: Löwdin spin population.
Atoms and positions in Å:
Ir: -0.113 0.269 -0.578  0.000
Br: 5.104 4.083 0.827  0.000
C: 3.670 2.955 0.480  0.000
C: 3.879 1.617 0.176  0.000
C: 2.790 0.817 -0.102  0.000
N: 1.542 1.302 -0.092  0.000
C: 1.330 2.585 0.265  0.000
C: 2.371 3.444 0.545  0.000
C: -0.101 2.933 0.407  0.000
C: -0.564 4.193 0.704  0.000
C: -1.935 4.376 0.851  0.000
Br: -2.608 6.072 1.202  0.000
C: -2.785 3.292 0.726  0.000
C: -2.253 2.054 0.414  0.000
N: -0.936 1.881 0.252  0.000
H: 4.873 1.194 0.169  0.000
H: 2.888 -0.238 -0.320  0.000
H: 2.184 4.467 0.836  0.000
H: 0.110 5.028 0.824  0.000
H: -3.852 3.397 0.859  0.000
H: -2.872 1.185 0.294  0.000
F: -1.794 -0.751 -1.221  0.000
As: -3.579 -1.424 -0.867  0.000
F: -3.359 -0.858 0.753  0.000
F: -4.053 0.163 -1.334  0.000
F: -2.826 -2.888 -0.405  0.000
F: -3.504 -1.903 -2.507  0.000
F: -5.150 -1.972 -0.596  0.000
O: 0.489 0.948 7.934  0.377
S: 0.847 -0.286 8.615  -0.057
O: 0.162 -0.496 9.867  0.342
O: 2.278 -0.526 8.652  0.355
C: 0.273 -1.567 7.510  -0.010
N: 0.063 -2.807 7.960  -0.003
C: -0.244 -3.726 7.067  0.000
C: -0.356 -3.467 5.700  -0.002
C: -0.128 -2.154 5.351  0.000
N: 0.182 -1.219 6.236  -0.003
C: -0.172 -1.633 3.944  0.000
C: -0.512 -2.390 2.835  0.000
C: -0.500 -1.814 1.579  0.000
N: -0.161 -0.528 1.383  0.000
C: 0.143 0.218 2.464  0.000
C: 0.153 -0.290 3.734  0.000
H: -0.407 -4.730 7.443  0.000
H: -0.597 -4.247 4.996  0.000
H: -0.799 -3.428 2.923  0.000
H: -0.779 -2.382 0.708  0.000
H: 0.405 1.252 2.298  0.000
H: 0.405 0.323 4.589  0.000
S: 0.838 -1.773 -1.218  0.000
C: 1.052 -1.870 -2.960  0.000
N: 0.049 -2.359 -3.662  0.000
C: 0.096 -2.577 -5.112  0.000
C: 1.085 -1.597 -5.717  0.000
C: 2.417 -1.705 -4.993  0.000
N: 2.185 -1.537 -3.552  0.000
H: -0.778 -2.606 -3.137  0.000
H: -0.908 -2.432 -5.505  0.000
H: 0.389 -3.610 -5.306  0.000
H: 0.700 -0.579 -5.613  0.000
H: 1.212 -1.802 -6.778  0.000
H: 3.113 -0.934 -5.313  0.000
H: 2.881 -2.677 -5.168  0.000
H: 2.924 -1.206 -2.954  0.000
C: -1.505 0.409 -4.237  0.000
C: -0.243 0.941 -3.571  0.000
C: 0.460 1.985 -4.450  0.000
C: -0.530 1.582 -2.208  0.000
H: -1.265 -0.038 -5.206  0.000
H: -2.214 1.220 -4.418  0.000
H: -2.011 -0.340 -3.627  0.000
H: 0.455 0.111 -3.452  0.000
H: -0.166 2.872 -4.567  0.000
H: 0.648 1.587 -5.451  0.000
H: 1.413 2.298 -4.022  0.000
H: -1.583 1.842 -2.109  0.000
H: 0.081 2.472 -2.045  0.000

---

A molecular structure, C23H39BeBr2ClFMgNO5, computed with ωB97M-V/def2-TZVPD.

## Properties
HOMO-LUMO gap ... 1.9 eV
M ... 657.14 g/mol
LUMO ... -4.04 eV

Last column: Löwdin charge in e.
Atoms and positions in Å:
C: -2.340 3.006 1.603  -0.077
C: -2.187 2.393 0.560  -0.187
C: -1.846 1.798 -0.742  -0.240
C: -2.510 0.338 -0.921  -0.095
C: -3.679 0.211 -1.681  -0.057
C: -4.208 -1.254 -1.835  -0.332
O: -5.374 -1.542 -1.917  0.103
C: -3.119 -2.359 -1.933  0.043
C: -2.008 -2.265 -1.171  -0.134
C: -0.812 -3.259 -1.126  -0.145
C: -1.096 -4.678 -0.485  -0.272
C: -2.557 -4.940 -0.034  -0.331
O: -2.717 -6.233 0.610  -0.211
C: -4.118 -6.311 0.954  -0.130
C: -1.899 -0.994 -0.271  -0.254
O: -1.364 -0.979 0.826  -0.013
H: -2.466 3.646 2.491  0.019
H: -2.351 2.544 -1.613  -0.159
H: -0.728 1.827 -0.964  0.130
H: -4.251 1.135 -2.191  -0.117
H: -3.222 -3.268 -2.590  0.022
H: -0.421 -3.408 -2.159  0.127
H: 0.001 -2.784 -0.503  0.072
H: -0.385 -4.842 0.406  -0.081
H: -0.834 -5.458 -1.259  0.097
H: -2.994 -4.129 0.610  0.124
H: -3.187 -5.018 -1.017  -0.105
H: -4.707 -5.478 0.476  0.087
H: -4.264 -6.176 2.065  0.086
H: -4.586 -7.261 0.591  0.092
F: -4.384 2.722 2.596  -0.714
Be: 1.321 -5.044 0.220  0.306
O: 1.218 0.122 -1.683  -0.438
H: 0.705 -0.045 -0.890  -0.179
Cl: -3.529 -5.529 -2.752  -0.165
Mg: -1.338 1.204 3.013  0.922
Br: -5.156 4.082 3.497  0.768
C: 5.335 -2.569 -1.687  -0.098
C: 4.559 -1.530 -0.875  -0.210
C: 4.580 -0.118 -1.451  -0.112
N: 5.745 0.773 -1.005  -0.257
C: 5.438 1.373 0.335  0.017
C: 7.098 0.094 -0.985  -0.107
C: 7.474 0.026 -2.447  -0.151
C: 7.079 1.404 -2.961  -0.141
C: 5.945 1.882 -2.048  -0.079
H: 6.418 -2.469 -1.598  0.053
H: 5.092 -3.573 -1.335  0.079
H: 5.073 -2.515 -2.746  0.086
H: 4.882 -1.548 0.172  0.110
H: 3.515 -1.856 -0.880  0.111
H: 3.671 0.410 -1.138  0.102
H: 4.577 -0.146 -2.541  0.139
H: 5.293 0.567 1.052  0.107
H: 4.536 1.977 0.243  0.115
H: 6.276 2.000 0.638  0.103
H: 7.784 0.753 -0.447  0.138
H: 7.042 -0.850 -0.450  0.122
H: 6.906 -0.739 -2.977  0.105
H: 8.532 -0.192 -2.595  0.128
H: 6.776 1.371 -4.007  0.122
H: 7.924 2.092 -2.893  0.118
H: 5.006 2.052 -2.571  0.139
H: 6.236 2.790 -1.521  0.127
C: -8.015 7.859 5.609  -0.090
C: -7.494 6.471 5.294  -0.328
O: -6.080 6.413 5.488  -0.140
H: -7.531 8.602 4.973  0.079
H: -9.095 7.914 5.458  0.078
H: -7.792 8.130 6.644  0.074
H: -7.699 6.212 4.255  0.106
H: -7.968 5.722 5.937  0.112
H: -5.903 6.633 6.410  0.085
Br: -3.827 2.811 -2.131  0.596

---

C3H7N5 in the gas phase, computed with ωB97M-V/def2-TZVPD.

## Properties
HOMO-LUMO gap ... 7.8 eV
M ... 113.12 g/mol
Relative energy (zero: lowest compared OMol25 entry of this formula, charge and spin) ... 12.0 kcal per mole
LUMO ... 0.75 eV
Structure (SMILES) ... Nc1nc(N)c(N)[nH]1

Last column: natural (NBO) charge in e.
Atoms and positions in Å:
N: -2.797 -0.103 0.007  -0.834
C: -1.389 -0.186 0.055  0.494
N: -0.639 -1.245 0.044  -0.506
C: 0.660 -0.723 -0.021  0.154
N: 1.849 -1.527 -0.051  -0.861
C: 0.636 0.667 -0.105  0.244
N: 1.659 1.580 -0.144  -0.831
N: -0.687 1.000 0.038  -0.575
H: -3.117 0.496 -0.815  0.378
H: -3.077 -1.083 -0.093  0.392
H: 1.868 -2.323 -0.701  0.375
H: 2.037 -1.940 0.902  0.364
H: 2.652 1.064 -0.045  0.420
H: 1.436 2.379 0.650  0.367
H: -1.088 1.944 0.280  0.420

---

C20H23BrN2O5 in the gas phase, computed with ωB97M-V/def2-TZVPD.

## Properties
HOMO-LUMO gap ... 8.5 eV
M ... 451.32 g/mol
LUMO ... 0.20 eV
Structure (SMILES) ... CCCOc1ccc(Br)cc1/C=N/NC(=O)c1cc(OC)c(OC)c(OC)c1

Last column: natural (NBO) charge in e.
Atoms and positions in Å:
C: -1.447 -1.473 -1.246  -0.616
C: -2.773 -1.349 -0.512  -0.408
C: -2.879 -0.039 0.264  -0.064
O: -1.900 -0.040 1.290  -0.505
C: -2.053 0.774 2.348  0.408
C: -2.993 1.803 2.414  -0.302
C: -3.150 2.561 3.560  -0.212
C: -2.368 2.287 4.667  -0.107
Br: -2.600 3.302 6.263  0.047
C: -1.412 1.291 4.626  -0.194
C: -1.220 0.541 3.469  -0.145
C: -0.159 -0.445 3.464  0.029
N: 0.417 -0.814 2.392  -0.195
N: 1.423 -1.687 2.449  -0.433
C: 2.208 -2.081 1.389  0.661
O: 3.022 -2.963 1.570  -0.586
C: 2.010 -1.397 0.091  -0.150
C: 1.624 -0.062 -0.002  -0.303
C: 1.444 0.516 -1.246  0.335
O: 0.994 1.795 -1.417  -0.519
C: 0.571 2.509 -0.280  -0.252
C: 1.692 -0.215 -2.428  0.164
O: 1.473 0.360 -3.665  -0.524
C: 2.248 1.502 -3.975  -0.251
C: 2.098 -1.552 -2.326  0.263
O: 2.352 -2.411 -3.344  -0.493
C: 2.328 -1.999 -4.693  -0.238
C: 2.252 -2.123 -1.061  -0.173
H: -0.627 -1.429 -0.536  0.224
H: -1.394 -2.419 -1.779  0.213
H: -1.326 -0.667 -1.965  0.201
H: -3.605 -1.390 -1.218  0.205
H: -2.879 -2.176 0.192  0.207
H: -2.714 0.813 -0.409  0.172
H: -3.883 0.042 0.702  0.179
H: -3.612 2.030 1.561  0.225
H: -3.882 3.353 3.590  0.231
H: -0.795 1.099 5.491  0.226
H: 0.162 -0.817 4.446  0.158
H: 1.651 -2.139 3.341  0.374
H: 1.451 0.505 0.893  0.240
H: 0.131 3.430 -0.660  0.199
H: -0.178 1.949 0.287  0.184
H: 1.411 2.757 0.377  0.178
H: 2.010 1.744 -5.010  0.191
H: 1.999 2.349 -3.334  0.197
H: 3.319 1.285 -3.888  0.170
H: 2.548 -2.901 -5.265  0.189
H: 3.094 -1.248 -4.900  0.172
H: 1.350 -1.609 -4.980  0.190
H: 2.566 -3.152 -0.998  0.237